{
  "formula": "C40H43Cl2N4O4Pd",
  "method": "wB97M-V/def2-TZVPD",
  "homo_energy_ev": [-4.989, -5.117],
  "e_tot_ev": -84856.55748,
  "s_squared": 2.01,
  "e_above_lowest_kj_mol": 137.8,
  "largest_force_ev_per_a": 2.23,
  "spin_multiplicity": 3,
  "total_charge": -1,
  "species": ["Pd", "C", "C", "C", "C", "C", "C", "C", "C", "C", "C", "C", "C", "N", "C", "O", "C", "C", "C", "C", "C", "N", "C", "O", "N", "C", "C", "C", "C", "C", "C", "C", "C", "C", "C", "C", "C", "H", "H", "H", "H", "H", "H", "H", "H", "H", "H", "H", "H", "H", "H", "H", "H", "H", "H", "H", "H", "H", "H", "H", "H", "H", "H", "H", "H", "H", "H", "H", "H", "H", "H", "H", "H", "H", "N", "C", "C", "C", "C", "C", "C", "C", "H", "H", "H", "H", "H", "Cl", "C", "Cl", "C", "O", "O", "H"],
  "positions_angstrom": [[0.21715, 0.14449, -0.27846], [2.74439, -1.27741, 3.17185], [2.95103, -2.43849, 2.18301], [1.63384, -3.15874, 1.86596], [3.68779, -2.13431, 0.88059], [4.68412, -3.04817, 0.54036], [5.37170, -2.96625, -0.65864], [5.05107, -1.94596, -1.53525], [4.07388, -0.99725, -1.22817], [3.79100, 0.09377, -2.24225], [3.21164, -0.52040, -3.52164], [5.03523, 0.94425, -2.52696], [3.37705, -1.08411, -0.01267], [2.38335, -0.11131, 0.32924], [2.88506, 1.03614, 0.81923], [4.06517, 1.32719, 1.05574], [1.85069, 2.10416, 1.14583], [2.09837, 3.17773, 1.97793], [1.04008, 4.03646, 2.26433], [-0.23163, 3.80621, 1.74117], [-0.40235, 2.71838, 0.91157], [0.64284, 1.95510, 0.62759], [-1.75766, 2.28031, 0.35267], [-2.73869, 2.92825, 0.73625], [-1.69048, 1.23320, -0.48623], [-2.82561, 0.72190, -1.16676], [-3.01430, -0.68150, -1.25721], [-4.16252, -1.19191, -1.85152], [-5.12207, -0.35689, -2.39910], [-4.88447, 1.00660, -2.40477], [-3.74691, 1.56206, -1.82547], [-3.49397, 3.04490, -2.04127], [-4.56851, 3.92293, -1.38910], [-3.39198, 3.35514, -3.54474], [-1.97803, -1.69338, -0.80216], [-1.44490, -2.52846, -1.97788], [-2.46296, -2.58632, 0.33164], [2.53858, -1.67972, 4.17385], [1.90535, -0.65120, 2.88077], [3.63215, -0.64047, 3.22878], [3.58333, -3.16289, 2.69206], [1.01618, -2.54187, 1.22131], [1.07814, -3.37190, 2.78859], [1.82345, -4.10512, 1.35116], [4.92078, -3.84528, 1.24328], [6.14343, -3.68910, -0.90457], [5.57830, -1.87002, -2.48544], [3.03797, 0.75005, -1.83401], [3.89542, -1.26543, -3.94859], [3.03256, 0.24968, -4.27594], [2.25407, -1.01335, -3.31608], [5.84355, 0.34770, -2.97307], [5.40989, 1.39021, -1.60052], [4.78514, 1.75193, -3.22525], [3.09220, 3.30861, 2.38343], [1.20241, 4.88690, 2.91999], [-1.08661, 4.42898, 1.97009], [-4.29991, -2.27002, -1.90587], [-6.02250, -0.76577, -2.84601], [-5.60137, 1.66680, -2.88920], [-2.53840, 3.28899, -1.60163], [-5.56188, 3.66251, -1.77673], [-4.38522, 4.98058, -1.61874], [-4.56601, 3.79211, -0.30719], [-4.38220, 3.33750, -4.01677], [-2.76342, 2.61512, -4.05418], [-2.96113, 4.35105, -3.70071], [-1.14821, -1.11765, -0.37707], [-2.23041, -3.18544, -2.37361], [-0.60900, -3.15645, -1.65049], [-1.10237, -1.87320, -2.77842], [-3.29394, -3.20941, -0.01238], [-2.81572, -1.99249, 1.18182], [-1.65704, -3.25357, 0.67105], [-0.56768, -0.28188, 1.99224], [-0.95887, -0.78960, 2.92805], [-1.46757, -1.44513, 4.12608], [-1.49284, -0.74700, 5.32327], [-1.97799, -1.36489, 6.46651], [-2.43973, -2.66959, 6.40582], [-2.42171, -3.36007, 5.20292], [-1.93464, -2.74682, 4.05529], [-1.12984, 0.27387, 5.35014], [-1.99665, -0.82303, 7.40453], [-2.81860, -3.15205, 7.30242], [-2.78901, -4.37870, 5.15264], [-1.91664, -3.27002, 3.10526], [2.11437, 2.76490, -4.65973], [0.48986, 2.73029, -3.90622], [0.24941, 4.19872, -2.91017], [0.25952, 1.43806, -3.08325], [-0.54987, 0.63896, -3.56521], [0.94503, 1.38876, -2.00281], [-0.22255, 2.76855, -4.70620]],
  "atomic_forces_ev_per_a": [[1.0, 1.3, -0.4], [0.1, -0.1, -0.1], [-0.1, 0.3, -0.1], [0.1, -0.1, 0.2], [-0.1, 0.0, 0.0], [0.0, 0.0, 0.0], [0.0, 0.1, 0.0], [0.0, 0.1, 0.0], [0.1, 0.0, -0.1], [0.2, -0.1, -0.1], [0.0, 0.0, 0.0], [0.1, -0.1, 0.0], [0.0, -0.1, 0.3], [0.1, 0.1, 0.1], [0.1, 0.0, -0.1], [-0.2, -0.2, 0.0], [-0.2, -0.2, -0.2], [-0.1, 0.3, 0.1], [0.0, 0.0, 0.0], [0.1, 0.3, 0.2], [0.1, -0.4, -0.3], [0.0, -0.2, 0.5], [-0.1, 0.1, -0.1], [0.1, -0.3, 0.0], [-0.2, -0.2, 0.0], [0.1, 0.0, 0.3], [0.0, 0.1, 0.0], [0.0, 0.0, -0.1], [0.0, 0.0, 0.0], [-0.1, 0.0, 0.0], [0.0, 0.1, 0.0], [-0.2, 0.0, -0.2], [0.0, 0.0, -0.1], [0.0, -0.1, 0.0], [-0.1, -0.1, -0.2], [-0.1, 0.0, 0.1], [-0.1, -0.1, 0.1], [0.0, 0.0, -0.2], [0.0, 0.1, -0.1], [-0.1, -0.1, 0.0], [0.1, -0.1, 0.1], [-0.2, 0.2, -0.1], [0.0, 0.0, -0.1], [0.0, 0.1, 0.0], [0.0, 0.1, -0.1], [-0.1, 0.1, 0.0], [-0.1, 0.0, 0.2], [-0.2, 0.1, 0.1], [-0.1, 0.1, 0.0], [0.0, -0.1, 0.1], [0.1, 0.1, 0.0], [-0.1, 0.1, 0.1], [0.0, -0.1, -0.1], [0.0, -0.1, 0.1], [0.0, 0.0, 0.0], [0.0, -0.1, -0.1], [0.1, 0.0, 0.0], [0.0, 0.1, 0.0], [0.1, 0.0, 0.0], [0.1, -0.1, 0.1], [0.2, 0.1, 0.0], [0.1, 0.1, 0.0], [0.0, -0.1, 0.0], [0.0, 0.0, -0.1], [0.1, 0.0, 0.0], [0.0, 0.1, 0.1], [-0.1, -0.1, 0.0], [-0.3, -0.5, -0.1], [0.1, 0.1, 0.1], [-0.1, 0.0, 0.0], [0.0, 0.0, 0.0], [0.0, 0.0, 0.1], [0.0, -0.1, -0.1], [-0.1, 0.1, -0.1], [0.6, 0.4, -1.3], [-0.8, -1.0, 1.8], [0.2, 0.5, -0.6], [0.1, 0.3, 0.3], [0.1, 0.2, 0.0], [-0.1, -0.1, 0.1], [0.0, 0.0, -0.2], [-0.1, -0.5, -0.1], [0.0, -0.1, 0.0], [0.0, 0.0, -0.1], [0.0, 0.1, -0.1], [0.0, 0.1, 0.0], [0.0, 0.0, 0.1], [-0.2, 0.0, 0.1], [0.2, 0.2, 0.2], [0.0, -0.2, -0.1], [0.2, -0.2, 0.5], [0.5, 0.4, 0.5], [-0.8, -0.5, -0.9], [-0.2, 0.1, -0.3]]
}